Computed, not measured: 2 unconnected molecules or ions with the total composition C12H19BrINO4 at a distorted geometry, with ωB97M-V/def2-TZVPD.

Summary:
**Energy**: -3695.9492 Eh
**Kohn-Sham gap**: 9.8688 eV
**Structure (SMILES)**: C#CCCCOC(=O)N(Br)CC(=O)I.CCOCC
**HOMO**: -9.88 eV
**Maximum force**: 0.034 Eh/bohr

The geometry in ORCA input format:
```
! wB97M-V def2-TZVPD RIJCOSX def2/J DEFGRID3
* xyz 0 1
C 1.686 -4.528 0.599
C 1.184 -3.479 0.886
C 0.488 -2.191 1.150
C 0.265 -1.518 -0.221
C -0.764 -0.390 -0.205
O -2.109 -0.844 -0.009
C -2.475 -0.921 1.260
O -1.934 -0.412 2.194
N -3.689 -1.680 1.415
Br -4.128 -1.803 3.238
C -3.569 -3.021 0.822
C -4.144 -3.022 -0.614
O -4.330 -2.061 -1.247
I -4.551 -4.997 -1.415
H 2.074 -5.321 0.011
H -0.428 -2.464 1.675
H 1.157 -1.623 1.796
H 0.045 -2.283 -0.966
H 1.208 -1.037 -0.501
H -0.454 0.416 0.459
H -0.743 0.031 -1.213
H -4.135 -3.741 1.409
H -2.524 -3.344 0.743
C 2.630 3.563 -2.532
C 1.459 2.936 -1.795
O 1.842 2.130 -0.695
C 2.561 2.778 0.341
C 1.802 3.920 0.992
H 3.320 2.793 -2.879
H 2.274 4.129 -3.394
H 3.194 4.247 -1.895
H 0.923 2.277 -2.479
H 0.743 3.701 -1.477
H 3.536 3.114 -0.028
H 2.763 2.011 1.090
H 1.589 4.724 0.286
H 2.387 4.343 1.810
H 0.849 3.569 1.389
*
```

These are the Mulliken partial charges, in e, on atoms 1 to 5:
1. C -0.08
2. C -0.70
3. C 0.01
4. C -0.84
5. C -0.40

---

Computed, not measured: 2 unconnected molecules or ions with the total composition C13H26BrFN3 at a distorted geometry, with ωB97M-V/def2-TZVPD.

Summary:
**Energy**: -3348.5874 Eh
**Kohn-Sham gap**: 8.0942 eV
**HOMO**: -12.61 eV
**Maximum force**: 0.178 Eh/bohr

The geometry in ORCA input format:
```
! wB97M-V def2-TZVPD RIJCOSX def2/J DEFGRID3
* xyz 1 1
C -3.135 -4.598 1.363
C -4.028 -3.361 0.763
F -5.440 -3.862 0.587
N -4.087 -2.128 1.637
N -4.164 -1.950 3.010
C -4.229 -0.445 3.345
N -4.200 0.407 2.062
C -4.088 -0.723 1.048
C -3.985 -0.363 -0.571
C -2.407 -0.695 -0.996
C -1.401 0.575 -0.671
Br -0.365 0.171 1.036
H -2.485 -4.336 2.300
H -2.480 -5.068 0.483
H -3.911 -5.457 1.652
H -3.600 -3.134 -0.327
H -4.282 0.006 4.437
H -4.245 1.443 1.943
H -4.282 0.764 -0.799
H -4.738 -1.076 -1.150
H -2.063 -1.568 -0.263
H -2.313 -1.119 -2.083
H -0.630 0.645 -1.573
H -2.013 1.580 -0.537
C 3.042 0.209 -2.550
C 3.486 0.197 -1.096
C 2.941 1.377 -0.286
C 3.396 2.763 -0.758
C 4.911 2.979 -0.796
C 5.568 2.868 0.571
H 3.414 1.091 -3.079
H 3.428 -0.675 -3.068
H 1.950 0.195 -2.625
H 4.580 0.170 -1.046
H 3.135 -0.733 -0.632
H 3.221 1.240 0.765
H 1.845 1.348 -0.311
H 2.946 3.516 -0.099
H 2.989 2.959 -1.757
H 5.107 3.981 -1.195
H 5.382 2.275 -1.489
H 5.140 3.594 1.270
H 6.641 3.070 0.489
H 5.452 1.867 0.996
*
```

These are the Mulliken partial charges, in e, on atoms 1 to 5:
1. C -1.05
2. C 0.53
3. F -0.33
4. N 0.75
5. N -0.66

---

Computed, not measured: a molecular structure, C17H17ClO3PmS at a distorted geometry, with ωB97M-V/def2-TZVPD.

Summary:
**Expectation value of S²**: 6.008
**Energy**: -2350.5136 Eh
**Kohn-Sham gap (spin up / spin down)**: 4.3450 / 4.3530 eV
**HOMO (spin up / spin down)**: -2.39 / -2.39 eV
**Maximum force**: 0.070 Eh/bohr

The geometry in ORCA input format:
```
! wB97M-V def2-TZVPD RIJCOSX def2/J DEFGRID3
* xyz -1 5
C -2.875 -1.742 -2.712
C -1.830 -1.961 -3.670
C -1.272 -0.688 -4.014
H -1.599 -2.894 -4.179
C -1.854 0.293 -3.162
C -2.821 -0.362 -2.333
H -3.483 0.141 -1.639
H -3.557 -2.490 -2.332
H -0.713 -0.473 -4.917
H -1.764 1.370 -3.303
Pm -0.988 -1.843 -0.898
Cl 0.170 -4.118 -0.954
C 3.181 -0.465 -2.528
C 2.651 0.749 -3.064
C 1.952 0.420 -4.263
H 2.725 1.749 -2.620
C 2.228 -0.947 -4.577
C 2.924 -1.513 -3.461
H 3.159 -2.574 -3.324
H 3.656 -0.577 -1.552
H 1.404 1.129 -4.904
H 1.920 -1.478 -5.485
C -0.124 1.884 6.746
C -0.063 1.495 5.280
C -0.057 0.138 4.937
C -0.027 -0.289 3.613
C -0.105 0.652 2.586
C -0.056 2.025 2.901
C -0.081 2.434 4.238
S -0.405 0.100 0.945
O 0.632 -0.868 0.416
O -1.651 -0.791 1.008
O -0.567 1.242 0.071
H -1.008 1.468 7.259
H 0.747 1.499 7.296
H -0.149 2.972 6.887
H -0.130 -0.607 5.734
H 0.035 -1.346 3.368
H -0.033 2.771 2.112
H -0.174 3.497 4.495
*
```

These are the Mulliken partial charges, in e, on atoms 1 to 5:
1. C -0.74
2. C -0.81
3. C -0.04
4. H 0.40
5. C -0.46

---

Computed, not measured: 2 unconnected molecules or ions with the total composition C4H7O2S at a distorted geometry, with ωB97M-V/def2-TZVPD.

Summary:
**Energy**: -705.2457 Eh
**Energy above the lowest of the compared OMol25 structures with the same formula, charge and spin**: 59.41 kcal per mole
**Kohn-Sham gap**: 5.4151 eV
**HOMO**: -1.72 eV
**Maximum force**: 0.072 Eh/bohr

The geometry in ORCA input format:
```
! wB97M-V def2-TZVPD RIJCOSX def2/J DEFGRID3
* xyz -1 1
C 2.419 -0.488 0.447
C -1.081 -0.371 -1.254
C -0.817 -0.119 1.223
C -0.184 0.268 -0.215
O 2.789 0.575 0.714
O 2.268 -1.621 0.311
S -0.162 2.029 -0.316
H -2.101 -0.079 -1.053
H -0.896 -1.491 -1.224
H -0.549 -0.189 -2.281
H -0.026 0.171 2.118
H -0.965 -1.301 1.156
H -1.756 0.447 1.426
H 1.061 2.169 -1.051
*
```

These are the Mulliken partial charges, in e, on atoms 1 to 5:
1. C 0.63
2. C -1.19
3. C -1.12
4. C 0.09
5. O -0.36